Density functional theory data (ωB97M-V/def2-TZVPD) for a 13-piece molecular cluster, C6H40N2O12 overall in a non-equilibrium geometry.

Last column: Löwdin charge in e.
Geometry (Å):
C 0.32 -0.03 0.07  -0.2092
N -0.78 0.79 0.66  -0.0933
C -1.06 0.45 2.07  -0.2984
C -2.32 1.14 2.65  -0.1140
C 0.93 0.52 -1.20  -0.3564
N 2.19 -0.28 -1.24  0.0423
C 0.14 0.99 -3.62  -0.1067
C -0.07 0.20 -2.35  -0.2364
H 0.03 -1.15 -0.01  0.1293
H 1.18 0.11 0.94  0.1001
H -0.49 1.85 0.58  0.0862
H -1.10 -0.70 2.12  0.1088
H -0.24 0.91 2.68  0.1079
H -2.13 1.23 3.84  0.1182
H -2.47 2.12 2.12  0.0770
H -3.31 0.58 2.47  0.0649
H 1.07 1.69 -1.20  0.1383
H 1.89 -1.30 -1.10  0.1067
H 2.79 -0.14 -2.04  0.0924
H 1.06 0.57 -4.24  0.1159
H -0.79 0.83 -4.31  0.1087
H 0.07 2.06 -3.47  0.0224
H -0.06 -0.87 -2.56  0.1099
H -1.10 0.32 -2.02  0.0952
H 4.18 -0.27 1.51  0.0032
H 3.72 0.07 0.11  -0.0244
O 4.49 0.12 0.69  -0.0763
H -1.45 -3.56 -1.36  -0.0479
H -0.16 -4.07 -0.74  -0.0683
O -0.63 -4.01 -1.50  -0.0028
H -1.77 3.13 -0.53  0.0321
H -1.24 3.25 -2.06  0.0135
O -2.03 3.07 -1.50  -0.0854
H 0.34 4.11 -0.14  0.0804
H 0.73 3.05 1.02  0.0295
O -0.02 3.66 0.71  -0.1362
H 2.38 -0.69 2.68  0.0089
H 1.65 -1.82 2.07  0.0417
O 2.52 -1.34 2.05  -0.0470
H 2.31 1.10 1.08  0.0621
H 2.97 2.32 1.79  -0.0752
O 2.24 2.03 1.53  0.0191
H 0.77 -3.45 1.29  -0.0554
H -0.77 -3.16 1.44  0.1092
O 0.19 -2.82 1.40  -0.0183
H 2.85 -2.87 0.38  0.0181
H 2.86 -3.72 -1.00  0.0001
O 2.92 -3.72 -0.08  -0.0127
H -2.55 -2.95 -0.18  0.0199
H -3.05 -1.68 -0.77  0.0075
O -2.59 -2.49 -1.00  -0.0269
H -2.73 0.25 0.17  0.0346
H -4.16 0.29 -0.37  0.0323
O -3.60 -0.21 0.16  -0.0353
H -2.94 -1.84 3.19  0.0512
H -3.46 -1.94 1.73  0.0212
O -3.05 -2.47 2.45  -0.0648
H 0.69 3.88 -2.88  0.0119
H 1.39 2.95 -2.05  -0.0056
O 1.26 3.90 -2.14  -0.0234

Summary:
ΔE to the lowest compared entry with this formula, charge and spin	472.32	kJ/mol
HOMO	-9.210	eV
2S+1	1
orbital gap	9.37	eV
total charge	0
E_tot	-1264.85587	Ha
M	332.4	g/mol